Formula: C3H3O3S2
Source: the Open Molecules 2025 dataset
Level of theory: ωB97M-V/def2-TZVPD

```
! wB97M-V def2-TZVPD RIJCOSX def2/J DEFGRID3
* xyz -1 1
C -1.17298 0.27388 -1.31015
C 0.40325 -1.28864 -0.09963
C -0.47103 0.12338 -0.04277
O 1.44046 -1.07174 -0.66970
O -2.20996 -0.37610 -1.46229
O -0.11470 -2.21485 0.44789
S 0.81885 1.55124 -0.07520
S -1.63219 0.11876 1.29508
H -0.50394 0.66139 -2.08720
H 1.56337 0.46728 -0.62071
H -1.53604 -1.09590 1.63840
*
```

## Properties
**M**: 151.19 g mol⁻¹
**Frontier orbital gap**: 0.306 Ha
**SMILES**: O=CC(S)(S)C(=O)[O-]
**Highest occupied orbital energy**: -5.006 eV